(1)
{"formula": "C2H2N2O2", "method": "ωB97M-V/def2-TZVPD", "symbols": ["C", "C", "N", "N", "O", "O", "H", "H"], "xyz": [[1.34245, -1.96710, 1.29398], [0.20273, 0.35723, 0.01056], [1.92807, -2.79456, 1.80281], [1.24013, 1.26960, 0.14433], [2.18628, 1.17614, -0.62176], [1.11509, 2.13087, 1.00357], [0.19718, -0.28328, -0.85545], [-0.61223, 0.40669, 0.71277]], "forces_ev_per_a": [[-2.3024, 4.0781, -2.2502], [-0.2131, -3.4111, 1.0691], [1.3931, -2.1083, 1.2536], [1.8081, 1.5072, 0.1263], [-0.3586, -0.2352, -0.0020], [-0.3133, -0.2184, -0.0048], [0.0173, 0.1933, -0.2656], [-0.0311, 0.1944, 0.0735]], "mulliken_charge": [-0.071, -0.395, -0.258, 0.883, -0.449, -0.468, 0.386, 0.372], "homo_energy_ev": [-11.3, -11.2], "total_charge": 0, "e_above_lowest_kj_mol": 885.9, "homo_lumo_gap_ev": [6.4, 6.4], "total_energy_ha": -337.08702}

(2)
{"formula": "C2H2N2O2", "method": "ωB97M-V/def2-TZVPD", "symbols": ["C", "C", "N", "N", "O", "O", "H", "H"], "xyz": [[0.47250, -1.17659, -0.65980], [0.27590, 0.44098, -0.36785], [0.55631, -2.25905, -0.99198], [-0.53560, 0.53013, 0.84011], [-0.13726, 0.07369, 1.89661], [-1.65955, 1.02766, 0.75907], [1.29493, 0.69028, -0.14405], [-0.26723, 0.67289, -1.33211]], "forces_ev_per_a": [[-0.7287, 4.3679, 1.0967], [0.1557, -5.1746, -2.2432], [0.2068, -1.4228, -0.3687], [-2.8906, 0.3213, 2.2146], [1.0485, 0.0764, -1.0281], [1.1809, -0.0690, -1.0002], [0.2311, 1.0524, -0.2387], [0.7963, 0.8484, 1.5676]], "mulliken_charge": [0.107, -0.275, -0.300, 0.838, -0.479, -0.502, 0.289, 0.323], "homo_energy_ev": -11.8, "total_charge": 0, "e_above_lowest_kj_mol": 452.2, "homo_lumo_gap_ev": 11.0, "total_energy_ha": -337.25217}

(3)
{"formula": "C2H2N2O2S", "method": "ωB97M-V/def2-TZVPD", "symbols": ["C", "C", "N", "N", "O", "O", "S", "H", "H"], "xyz": [[2.24326, -1.17042, -0.06327], [-1.39092, 2.08636, -0.16468], [1.16496, -1.61859, 0.06829], [-1.20079, -0.33791, -0.09173], [-1.35730, 3.23566, 0.10130], [-1.45710, 0.94989, 0.16089], [3.77728, -1.08436, 0.06595], [0.23454, -1.21681, -0.25971], [-2.01392, -0.84382, 0.18295]], "forces_ev_per_a": [[0.5678, -1.2223, 0.7104], [-0.2322, 2.6906, 1.3887], [-3.2803, 0.3694, -1.0116], [1.5661, -2.2067, -1.3572], [0.2441, -1.7028, -1.2008], [-1.0145, 1.1504, 0.6659], [2.3627, 1.0108, -0.2762], [0.9269, -0.2220, 0.7336], [-1.1405, 0.1326, 0.3472]], "mulliken_charge": [0.257, 0.587, -0.328, -0.575, -0.294, 0.084, -0.378, 0.481, 0.166], "homo_energy_ev": -8.8, "total_charge": 0, "e_above_lowest_kj_mol": 545.5, "homo_lumo_gap_ev": 7.3, "total_energy_ha": -735.37951}

(4)
{"formula": "C2H2N2O2S", "method": "ωB97M-V/def2-TZVPD", "symbols": ["C", "C", "H", "H", "N", "N", "O", "O", "S"], "xyz": [[-1.25222, -1.03799, -0.01914], [0.82155, -0.35034, -0.04577], [1.15987, 1.96701, -0.04873], [-1.95205, -1.80304, 0.02368], [-0.13108, 0.69651, 0.02954], [-1.40958, 0.23697, 0.12152], [0.21095, 2.06296, -0.05119], [0.05687, -1.45752, -0.05390], [2.49570, -0.31457, 0.04400]], "forces_ev_per_a": [[1.3956, 1.3447, 0.8399], [-0.0930, 1.7669, 0.6255], [1.3786, 0.1802, 0.0390], [-1.3011, -0.8820, 0.0128], [1.9712, -1.1942, -0.0673], [0.7589, -0.3155, -0.9668], [-1.8252, -1.8208, 0.2399], [-0.7154, 0.5119, -0.4069], [-1.5696, 0.4088, -0.3160]], "mulliken_charge": [0.009, 0.224, 0.356, 0.462, 0.558, -0.604, -0.359, -0.270, -0.375], "homo_energy_ev": -8.9, "total_charge": 0, "e_above_lowest_kj_mol": 244.0, "homo_lumo_gap_ev": 9.5, "total_energy_ha": -735.49432}

(5)
{"formula": "C2H2N2O2S", "method": "ωB97M-V/def2-TZVPD", "symbols": ["C", "C", "H", "H", "N", "N", "O", "O", "S"], "xyz": [[-0.67364, 0.08745, 0.10396], [1.56997, -0.29131, -0.13752], [-2.34538, 1.06799, -0.62249], [1.73346, 1.81614, 0.97102], [-0.16418, 1.27298, 0.10362], [1.13456, 1.07176, -0.26450], [2.70044, -0.67816, 0.10966], [0.29490, -0.89592, -0.06714], [-2.22009, -0.34260, 0.03993]], "forces_ev_per_a": [[5.5816, 0.9507, -0.2786], [-0.2922, 1.8879, 2.4539], [-0.5237, -3.0482, 1.5133], [-1.1503, -2.3861, -4.3737], [-1.3729, -1.3536, -0.7607], [4.4925, 3.4863, 4.6189], [-3.1311, -0.1142, -1.4600], [0.8288, -1.6042, -0.0848], [-4.4327, 2.1814, -1.6284]], "mulliken_charge": [0.735, 0.612, 0.206, 0.356, -0.486, -0.286, -0.507, -0.287, -0.342], "homo_energy_ev": -9.2, "total_charge": 0, "e_above_lowest_kj_mol": 415.4, "homo_lumo_gap_ev": 8.2, "total_energy_ha": -735.42905}

(6)
{"formula": "C2H2N2O2S", "method": "ωB97M-V/def2-TZVPD", "symbols": ["C", "C", "H", "H", "N", "N", "O", "O", "S"], "xyz": [[-0.81118, -1.16178, -0.11620], [1.12189, -0.29218, -0.28956], [-0.42971, 1.97993, 1.44518], [-1.68455, -1.69055, 0.05956], [0.03348, 0.73450, -0.58514], [0.39180, -1.56836, -0.00441], [-0.05034, 1.91040, -0.08164], [-1.28597, 0.06489, -0.27311], [2.71458, 0.02315, -0.15468]], "forces_ev_per_a": [[-1.7698, -0.7156, 1.1671], [-1.1824, -0.6045, 1.5412], [1.3160, -0.5797, -3.8894], [-1.1458, -2.3040, 0.3186], [-0.2699, -0.5503, 0.7305], [1.1786, 3.4604, -1.5853], [-0.2331, 1.0095, 3.4224], [3.7720, 0.3582, -1.3151], [-1.6654, -0.0740, -0.3900]], "mulliken_charge": [0.141, 0.130, 0.267, 0.449, 0.306, -0.358, -0.406, -0.285, -0.245], "homo_energy_ev": -9.4, "total_charge": 0, "e_above_lowest_kj_mol": 654.3, "homo_lumo_gap_ev": 7.8, "total_energy_ha": -735.33806}

(7)
{"formula": "C2H2N2O3S", "method": "ωB97M-V/def2-TZVPD", "symbols": ["C", "C", "N", "N", "O", "O", "O", "S", "H", "H"], "xyz": [[-0.15170, 0.27602, -1.46161], [-0.57517, 0.95582, -0.33378], [-0.51960, -0.96154, -1.36101], [-1.18367, -1.16768, -0.23463], [0.64657, -0.83567, 2.80942], [1.67150, 0.14435, 0.74784], [-1.15544, 0.02262, 0.46325], [1.21168, -1.00296, 1.50190], [0.39438, 0.63583, -2.20626], [-0.33856, 1.93322, 0.07489]], "forces_ev_per_a": [[-1.8709, 2.0372, 3.6947], [0.3816, -1.4160, 0.2004], [-2.3394, -3.2772, 1.9714], [1.8895, 0.4182, -1.9078], [0.2296, 0.2825, -0.4305], [-0.0882, -0.6372, 0.8890], [-0.3413, 1.5260, -1.1614], [0.4728, 0.0148, -0.0337], [2.0805, 1.3590, -3.1380], [-0.4142, -0.3073, -0.0840]], "mulliken_charge": [-0.294, -0.035, -0.226, -0.207, -0.381, -0.373, -0.093, 0.754, 0.512, 0.344], "homo_energy_ev": -10.6, "total_charge": 0, "e_above_lowest_kj_mol": 307.1, "homo_lumo_gap_ev": 9.7, "total_energy_ha": -810.73478}

(8)
{"formula": "C2H2N2O3S", "method": "ωB97M-V/def2-TZVPD", "symbols": ["C", "C", "N", "N", "O", "O", "O", "S", "H", "H"], "xyz": [[0.81652, 0.33623, -0.23851], [-0.22464, 0.32198, 0.64105], [1.58519, 1.37186, 0.18204], [1.08145, 1.92865, 1.19728], [1.23817, 3.39518, -1.61652], [3.24819, 2.09873, -2.06534], [-0.05958, 1.29386, 1.51789], [2.54577, 2.97863, -1.16953], [1.07752, -0.25858, -1.08593], [-1.64532, -0.50863, 1.11114]], "forces_ev_per_a": [[-0.8891, -0.3707, 0.4158], [-4.1232, -2.7790, 1.1608], [-0.2780, -0.2235, 0.7973], [0.9599, 0.8179, 0.0513], [0.3764, 0.0379, 0.2575], [0.0527, 0.0738, 0.2634], [-0.3913, -0.2394, 0.1870], [0.0373, 0.5638, -1.2050], [-0.0698, -0.1638, -0.1730], [4.3252, 2.2830, -1.7550]], "mulliken_charge": [-0.409, 0.058, -0.067, -0.126, -0.431, -0.443, -0.084, 0.767, 0.395, 0.340], "homo_energy_ev": -10.7, "total_charge": 0, "e_above_lowest_kj_mol": 550.2, "homo_lumo_gap_ev": 9.7, "total_energy_ha": -810.64218}

(9)
{"formula": "C2H2N2O4", "method": "ωB97M-V/def2-TZVPD", "symbols": ["C", "C", "H", "H", "N", "N", "O", "O", "O", "O"], "xyz": [[-0.71685, 0.35613, -0.28541], [1.38550, -0.37414, -0.04549], [-1.38158, -1.40132, 0.66228], [-0.29275, 2.16243, 0.36376], [-1.98346, 0.37250, 0.06289], [0.10428, 1.53700, -0.29333], [-2.42559, -0.90884, 0.20122], [1.34430, 1.00641, 0.42164], [2.36148, -1.09223, 0.04383], [0.07190, -0.75780, -0.34515]], "forces_ev_per_a": [[-2.0189, 1.9456, 1.3293], [2.1497, 0.3270, 2.3590], [-5.0045, 1.0721, -2.0018], [-0.3538, 0.9258, 0.8317], [3.3236, 0.1896, -1.4008], [1.1726, -2.2350, -0.2547], [4.2383, -2.6627, 2.4651], [-1.2886, -2.2328, -2.3802], [-3.3410, 2.2142, -0.7277], [1.1226, 0.4562, -0.2198]], "mulliken_charge": [0.649, 0.629, 0.397, 0.321, -0.352, -0.266, -0.355, -0.242, -0.428, -0.353], "homo_energy_ev": -9.9, "total_charge": 0, "e_above_lowest_kj_mol": 374.4, "homo_lumo_gap_ev": 9.9, "total_energy_ha": -487.71111}

(10)
{"formula": "C2H2N2OS", "method": "ωB97M-V/def2-TZVPD", "symbols": ["C", "C", "H", "H", "N", "N", "O", "S"], "xyz": [[-0.40178, 0.29881, -0.48742], [-1.66751, 0.39416, 0.27837], [1.84834, -1.52727, -0.38444], [0.47587, 0.50165, 1.30989], [0.66066, 0.33140, 0.33099], [-2.70762, 0.17788, 0.78770], [-0.39428, 0.04937, -1.63429], [2.18632, -0.22600, -0.20080]], "forces_ev_per_a": [[-0.5627, -0.0360, 1.6307], [-3.6145, -0.7285, 1.3531], [0.0225, 0.2970, 0.1076], [0.2942, -0.1906, -0.0140], [1.0207, 0.0321, 0.6354], [3.1166, 0.9032, -1.3665], [-0.1417, -0.3019, -2.4900], [-0.1351, 0.0247, 0.1436]], "mulliken_charge": [0.688, 0.108, 0.153, 0.268, -0.306, -0.361, -0.450, -0.101], "homo_energy_ev": -10.3, "total_charge": 0, "e_above_lowest_kj_mol": 78.7, "homo_lumo_gap_ev": 10.5, "total_energy_ha": -660.31771}

What did the third record say?
{"formula": "C2H2N2O2S", "method": "ωB97M-V/def2-TZVPD", "symbols": ["C", "C", "N", "N", "O", "O", "S", "H", "H"], "xyz": [[2.24326, -1.17042, -0.06327], [-1.39092, 2.08636, -0.16468], [1.16496, -1.61859, 0.06829], [-1.20079, -0.33791, -0.09173], [-1.35730, 3.23566, 0.10130], [-1.45710, 0.94989, 0.16089], [3.77728, -1.08436, 0.06595], [0.23454, -1.21681, -0.25971], [-2.01392, -0.84382, 0.18295]], "forces_ev_per_a": [[0.5678, -1.2223, 0.7104], [-0.2322, 2.6906, 1.3887], [-3.2803, 0.3694, -1.0116], [1.5661, -2.2067, -1.3572], [0.2441, -1.7028, -1.2008], [-1.0145, 1.1504, 0.6659], [2.3627, 1.0108, -0.2762], [0.9269, -0.2220, 0.7336], [-1.1405, 0.1326, 0.3472]], "mulliken_charge": [0.257, 0.587, -0.328, -0.575, -0.294, 0.084, -0.378, 0.481, 0.166], "homo_energy_ev": -8.8, "total_charge": 0, "e_above_lowest_kj_mol": 545.5, "homo_lumo_gap_ev": 7.3, "total_energy_ha": -735.37951}